# 1
Molecular formula: C4H12N2S2
Method: DFT, wB97M-V/def2-TZVPD

2S+1: 1
Total charge: 0
SMILES string: C/N=C\N.CCSS
LUMO level (hartree): 0.019
ΔE to the lowest compared entry with this formula, charge and spin (kcal per mole): 19.5

The geometry in XYZ format:
```
20
Properties=species:S:1:pos:R:3:forces:R:3
S -0.47148 1.27355 -2.64975 1.2 0.2 -0.1
S 1.51128 1.92188 -3.03114 -0.9 -0.5 -0.1
N -0.56469 -2.66360 0.74236 0.1 -0.8 -0.2
N 1.59623 -1.64112 0.67965 -1.0 -2.3 -0.3
C 0.74115 -2.56143 0.29785 0.6 1.5 0.1
C 1.28526 -0.88800 1.89161 -1.5 1.2 -1.5
C -0.41426 1.32722 -0.83543 -1.0 -0.8 0.2
C -1.62845 2.02338 -0.27018 -1.2 -0.5 0.2
H -0.39912 0.30162 -0.44595 0.3 0.1 -0.2
H -0.83055 -1.97348 1.41840 -0.4 -0.2 0.2
H 1.94756 -0.03469 1.95738 0.4 0.0 0.0
H 0.25126 -0.36124 1.78691 1.2 -1.0 0.7
H -1.19622 -3.46185 0.55898 1.0 1.0 0.1
H 0.47582 1.83018 -0.54097 0.7 0.3 0.1
H 1.16664 3.13829 -3.45705 0.0 0.2 0.0
H -2.56598 1.45778 -0.49889 0.7 0.4 -0.1
H -1.59460 2.02662 0.83043 0.2 0.3 -0.3
H 0.99428 -3.25714 -0.53355 0.0 0.6 0.6
H 1.42511 -1.48064 2.79125 -0.5 -0.1 0.1
H -1.72923 3.02267 -0.69191 0.0 0.1 0.3
```
Positions in Å, forces in eV/Å.


# 2
Molecular formula: C4H12N3
Method: DFT, wB97M-V/def2-TZVPD

2S+1: 1
Total charge: +1
SMILES string: NCC/C(N)=C/[NH3+]
LUMO level (hartree): -0.128
ΔE to the lowest compared entry with this formula, charge and spin (kcal per mole): 60.5

The geometry in XYZ format:
```
19
Properties=species:S:1:pos:R:3:forces:R:3
N -2.05546 1.62913 1.09327 0.0 0.3 0.0
N 1.84875 -0.02003 0.54400 -0.2 -1.5 0.0
N 1.61798 -1.04861 -1.95262 -0.5 0.6 0.1
C -1.89934 0.29714 0.51976 0.7 0.6 1.0
C 0.45767 -0.39062 -1.27574 0.0 0.2 -0.1
C 0.54352 -0.13235 0.04310 0.8 -0.2 0.5
C -0.56918 -0.27275 1.07293 0.3 -0.1 -1.7
H -0.23085 0.11226 2.02897 -0.3 0.3 0.0
H -0.34118 -0.25263 -1.98474 -0.4 -0.3 0.4
H 1.74555 -0.65574 -2.88373 0.3 -0.2 -0.1
H -1.91791 1.67243 2.09308 0.0 -0.3 0.1
H 1.40708 -2.04583 -2.00242 0.1 -0.1 -0.4
H 2.14386 -0.57810 1.32783 -0.2 0.4 0.3
H -2.96587 2.02708 0.91514 -0.1 0.0 -0.2
H -0.56186 -1.36310 1.12644 -0.6 -0.2 0.4
H 2.43312 0.73208 0.28274 0.4 0.7 -0.2
H -2.74329 -0.36888 0.69784 0.0 -0.1 -0.1
H 2.45841 -0.94796 -1.38836 0.2 0.2 0.2
H -1.72566 0.47808 -0.53552 -0.6 -0.4 -0.3
```
Positions in Å, forces in eV/Å.